Entry 1:
Molecular formula: C32H41N7
Method: DFT, the ωB97M-V functional and the def2-TZVPD basis

Its spin multiplicity is 1. Its SMILES is c1ccncc1.c1ccncc1.c1ccncc1.c1ccncc1.CCCC#N.CCCC#N.CCCC#N. The value obtained for the LUMO energy is 0.6540 eV.

The geometry in XYZ format:
```
80
Properties=species:S:1:pos:R:3:lowdin_charge:R:1
H -11.9640 -9.1617 12.0816 0.0747
C -18.0153 -9.4887 10.5380 -0.1016
H -17.8666 -6.8589 11.5788 0.0757
C -13.7995 -10.9675 5.0733 -0.1094
H -8.6849 -10.8214 10.7539 0.0901
N -13.3292 -13.3590 11.5240 0.0756
H -13.8382 -10.3531 10.9098 0.0895
C -16.7161 -10.5977 15.0784 -0.0626
C -13.9187 -10.0681 11.9666 -0.2091
H -18.5407 -9.4210 15.2731 0.0868
H -18.6966 -8.6439 10.4424 0.0981
C -12.5734 -9.6327 14.1128 -0.0736
C -18.1173 -10.4589 15.1737 -0.0761
H -15.5762 -12.4054 10.5709 0.0861
H -9.8391 -6.5821 12.9151 0.1292
H -18.4294 -4.3915 11.1180 0.1238
H -19.8614 -11.6704 15.5240 0.0983
H -14.6607 -14.4033 14.3632 0.0984
C -17.3684 -11.5730 11.4352 -0.0530
C -18.8761 -6.9033 13.3659 -0.2221
N -19.4076 -7.5020 14.2013 0.1530
N -8.3775 -9.6594 12.3896 0.0678
C -12.5059 -9.9768 12.5892 -0.2041
C -18.8323 -11.6153 15.2577 -0.1059
H -12.0921 -10.7963 7.3619 0.1206
C -20.3983 -5.1688 11.6314 -0.1203
C -14.6465 -8.8682 12.0928 -0.2570
H -20.5382 -6.1411 11.1909 0.0651
H -12.1813 -14.8025 14.8840 0.0975
H -17.1365 -5.9227 12.7559 0.1197
H -11.5976 -9.4307 14.5466 0.0645
H -15.0283 -12.0682 14.9173 0.1119
C -16.3507 -11.6149 10.4272 -0.1510
C -12.5455 -14.4967 13.9417 -0.0534
H -13.0348 -8.9883 5.6894 0.0956
H -14.4067 -10.9012 12.5194 0.1041
C -13.6723 -9.7661 6.0605 -0.2364
C -16.9923 -9.5693 9.6630 -0.1532
C -18.1544 -6.1448 12.3340 -0.2111
N -16.0909 -10.6076 9.6040 0.0654
C -12.0545 -13.5965 11.7670 -0.1707
C -8.7312 -8.4709 12.9210 -0.1570
H -16.8991 -8.8083 8.8905 0.1061
H -18.9695 -10.4232 12.2666 0.1004
H -18.8191 -4.2735 12.8500 0.1124
H -10.5463 -14.3840 13.1082 0.1132
C -18.1827 -10.4596 11.5317 -0.0507
H -20.7973 -4.3987 10.9550 0.0737
C -16.1588 -11.8495 14.8782 -0.1830
H -14.3494 -11.8118 5.5039 0.0688
H -11.9085 -10.8562 12.4328 0.0829
C -12.8638 -9.1431 8.3295 -0.2200
C -14.1990 -13.6980 12.4988 -0.1734
H -11.4051 -13.4193 10.9646 0.0890
C -10.1691 -7.8198 11.1455 -0.1129
H -8.3043 -8.2475 13.8708 0.0894
H -15.2790 -13.6116 12.2555 0.1012
H -21.0770 -5.0858 12.5259 0.0945
C -18.9576 -4.9064 11.9656 -0.2709
N -16.8960 -12.9452 14.6818 0.0509
H -12.8644 -11.4835 4.7167 0.0833
H -13.1203 -10.3894 14.7206 0.0708
C -13.8443 -14.1844 13.6891 -0.1150
H -14.2879 -10.6041 4.1481 0.0703
C -11.6245 -14.2321 12.9189 -0.0516
N -12.8406 -8.3515 9.1328 0.1788
H -10.3158 -9.3589 9.5335 0.1081
H -14.6528 -9.2909 6.2602 0.1204
N -15.2288 -7.9632 12.4572 0.1968
H -18.8799 -13.7008 15.0527 0.1133
C -9.8019 -9.0641 10.5224 -0.0857
H -13.1499 -8.7645 14.2524 0.0380
C -9.5634 -7.5210 12.3299 -0.1028
H -16.1255 -9.6883 15.1452 0.0997
C -8.8809 -9.8536 11.1664 -0.1935
H -13.7601 -10.8879 7.8291 0.0813
C -18.2265 -12.8095 14.9795 -0.1446
H -17.4433 -12.3811 12.1059 0.0653
H -10.9026 -7.1244 10.6400 0.1122
C -13.0460 -10.2734 7.3635 -0.1807
```

Entry 2:
Molecular formula: C32H42Cl2MoN5O7P2S
Method: DFT, the ωB97M-V functional and the def2-TZVPD basis

Its expectation value of S² is 2.037. Its spin multiplicity is 3. The net charge is +1. The value obtained for the LUMO energy (alpha / beta) is -3.8934 / -3.7404 eV.

The geometry in XYZ format:
```
92
Properties=species:S:1:pos:R:3:lowdin_spin:R:1
O -2.1686 2.2559 0.6773 0.0009
O 0.6545 2.0985 -0.3888 0.0242
H 0.3294 0.6736 -2.7002 0.0066
H 0.5911 -6.4615 -0.3975 -0.0003
Cl 3.3462 -1.1600 1.2555 0.0267
Mo 1.6517 0.2562 -0.2857 1.8217
H 7.0094 -1.8367 -1.3901 0.0001
C -0.6343 1.1173 -2.9274 0.0088
H -0.5603 6.7003 3.3952 0.0001
H -3.3566 -3.7028 -0.6063 0.0000
N -1.1167 6.7529 0.8002 0.0000
H -2.3299 -1.6127 3.3429 0.0000
O -1.3093 6.5896 -0.3872 -0.0001
P -2.9425 1.0596 1.0271 0.0001
H -0.7177 2.0982 -2.4628 -0.0001
N -2.2390 -2.1115 -1.3799 0.0013
H 3.0174 -1.9870 -4.7620 -0.0011
C -5.1739 2.3874 0.3979 0.0000
C 0.3246 3.4173 1.5897 -0.0006
H -5.6591 1.9423 -0.4776 0.0000
C -0.5151 5.6288 1.5497 0.0000
H 8.3813 -0.8668 0.4254 -0.0002
C -0.3019 5.7701 2.9111 0.0014
H 0.6158 -2.3257 0.6626 0.0029
C 2.3763 -1.1773 -2.8648 0.0330
P -1.7252 -0.5886 -1.0934 0.0067
N -4.5351 1.3679 1.2272 0.0000
C 4.9934 0.7211 -0.4879 0.0190
H 5.4173 2.1623 1.0453 -0.0004
H 7.5868 1.1342 1.6386 0.0003
H -2.2026 -2.8936 -3.3412 0.0000
H -5.8960 -0.2317 0.9317 0.0000
H -4.1813 -2.7679 -1.8629 0.0001
C 1.7681 -3.8075 -2.1809 -0.0015
H -2.0463 0.5132 4.3474 0.0000
C 5.7670 1.2816 0.5226 -0.0017
H -6.2469 0.8382 2.2982 0.0000
H -0.6692 0.8884 3.2771 0.0000
H -2.0597 1.9804 3.3599 0.0000
H -0.6284 -2.3722 -2.7218 0.0001
H 1.6466 -5.9272 -2.5584 0.0001
C 6.6599 -0.9664 -0.8499 0.0009
N -1.6929 0.2013 -2.5143 0.0022
C -0.2079 4.4750 0.8657 0.0014
C -1.7566 0.9349 3.3832 0.0000
C 1.4333 -5.1433 -1.8412 0.0051
H 0.9635 2.6824 3.4936 0.0000
C 6.9830 0.7020 0.8514 0.0015
H 2.6350 -0.1728 -3.1766 0.0030
C 0.8470 -5.4397 -0.6456 -0.0029
H 0.4132 4.7971 4.6777 0.0000
H -4.9196 -0.3168 2.4181 0.0000
C 5.4385 -0.3983 -1.1831 -0.0018
H 2.4841 -3.2125 2.0238 0.0005
C -2.9697 0.3632 -3.2107 0.0007
H -4.0113 -2.0996 -0.2363 0.0000
C 0.2375 4.7045 3.6147 -0.0002
C -2.1965 -1.2453 2.3232 0.0002
C 0.8871 -3.1063 -0.0353 0.0017
H -2.7988 0.3325 -4.2869 0.0001
H -3.6507 -0.4476 -2.9506 0.0000
O -2.9158 -0.0446 -0.1877 0.0001
S 3.4390 1.5006 -0.8919 -0.0405
H -0.4066 4.3874 -0.1912 0.0001
H -5.9335 2.9036 0.9862 0.0000
H -4.4335 3.1124 0.0701 0.0000
C -1.5682 -2.8492 -2.4502 0.0003
C 0.5641 -4.4002 0.2651 0.0070
H -0.6920 1.2254 -4.0100 0.0005
O -0.4034 -0.4926 -0.3892 0.0403
H 0.0767 -4.6297 1.2063 0.0005
O -1.2760 7.7971 1.3954 -0.0001
H -1.1899 -1.5046 1.9875 0.0001
C 1.8573 -1.4068 -1.6069 -0.0297
H -2.9158 -1.7586 1.6917 0.0000
H 3.5431 -2.3813 3.2233 0.0000
H 2.5094 -4.3196 -4.1438 0.0014
Cl 1.3140 -1.6586 3.3466 0.0014
C -5.4444 0.3541 1.7406 0.0000
C 1.5105 -2.7575 -1.2612 0.0026
C -3.5167 -2.6951 -0.9956 0.0001
H -3.4475 1.3123 -2.9544 0.0000
C 7.4291 -0.4217 0.1687 -0.0030
N -2.4219 0.1922 2.3127 0.0001
C 0.5468 3.5244 2.9560 0.0010
C 0.6274 2.1636 0.8880 0.0132
H -1.3492 -3.8650 -2.1158 0.0000
O 0.9690 1.1024 1.5198 0.0117
H 4.8314 -0.8271 -1.9683 0.0002
C 2.3248 -3.5095 -3.4482 0.0268
C 2.6051 -2.2214 -3.7888 -0.0027
C 2.7273 -2.2812 2.5183 0.0077
```